1.
37
Properties=species:S:1:pos:R:3 method="wB97M-V/def2-TZVPD" charge=+2 homo_lumo_gap_ev=7.190
C 0.01 1.82 1.85
C -1.03 1.60 0.78
H -0.46 1.80 2.84
H 0.52 2.79 1.75
H 0.81 1.06 1.82
O -1.84 0.66 0.85
I -0.54 -0.62 -3.07
La 1.70 -1.49 -0.68
P -0.85 2.64 -0.73
C -2.25 2.26 -1.76
C -0.94 4.35 -0.18
H 1.53 2.20 -0.68
H 1.01 3.16 -2.12
H 0.68 1.41 -2.07
C 0.75 2.32 -1.45
H 0.00 4.67 0.30
H -1.12 4.98 -1.06
H -2.50 3.15 -2.35
H -3.10 1.94 -1.15
H -1.77 4.49 0.53
H -1.96 1.43 -2.44
C -1.30 -1.34 -0.26
O -2.37 -1.77 -0.26
Cl 3.29 0.13 0.55
N 0.75 -2.00 3.16
C 0.79 -3.08 2.34
C 0.88 -4.41 2.76
C 0.87 -5.42 1.79
C 0.75 -5.09 0.45
C 0.64 -3.76 0.07
N 0.85 -2.76 1.01
H 0.40 -1.11 2.78
H 0.62 -2.15 4.14
H 0.97 -4.60 3.83
H 0.97 -6.46 2.10
H 0.70 -5.86 -0.32
H 0.35 -3.46 -0.97

2.
32
Properties=species:S:1:pos:R:3 method="wB97M-V/def2-TZVPD" charge=0 homo_lumo_gap_ev=8.228 de_lowest_kj_mol=739.6
C -1.62 0.46 1.47
C -1.88 0.09 2.91
C -0.78 0.78 3.74
C 2.01 -0.87 -2.91
C 2.16 -1.26 -1.46
C 0.95 0.21 -3.10
C -0.33 2.00 2.98
C 0.87 -1.58 -0.78
C -0.31 -0.33 -2.65
C -0.88 1.68 1.53
C -0.25 -0.65 -1.10
N -1.58 -0.97 -0.66
O -1.73 -2.08 -0.19
Cl -2.58 2.12 1.18
H -2.90 0.52 3.39
H -1.97 -1.08 2.99
H -1.08 1.10 4.67
H 0.09 0.15 3.80
H 2.94 -0.50 -3.20
H 1.87 -1.76 -3.46
H 2.90 -1.92 -1.18
H 2.69 -0.34 -0.96
H 1.21 1.21 -2.56
H 0.86 0.54 -4.19
H -0.69 2.96 3.34
H 0.82 2.06 2.94
H 0.39 -2.60 -1.14
H 1.09 -1.66 0.31
H -1.01 0.47 -2.62
H -0.64 -1.23 -3.08
H -0.37 2.04 0.71
H -0.23 0.42 -0.72

3.
36
Properties=species:S:1:pos:R:3 method="wB97M-V/def2-TZVPD" charge=+1 homo_lumo_gap_ev=10.133 de_lowest_kj_mol=24.5
C -4.77 -0.17 -2.31
C -3.19 -0.14 -2.46
C -2.46 -1.18 -1.53
C -1.00 -0.60 -1.20
C -1.19 0.39 0.00
C -1.32 1.82 -0.18
N -1.51 2.26 1.15
C -1.50 1.21 2.03
N -1.31 0.00 1.35
H -5.20 -1.18 -2.58
H -5.17 0.60 -3.02
H -5.10 0.16 -1.28
H -2.87 -0.33 -3.53
H -2.89 0.93 -2.24
H -2.44 -2.23 -1.92
H -3.01 -1.17 -0.54
H -0.27 -1.41 -0.90
H -0.55 -0.06 -2.09
H -1.28 2.37 -1.14
H -1.66 3.25 1.34
H -1.62 1.28 3.14
H -1.27 -0.94 1.74
C 1.82 -0.94 1.86
C 2.70 0.29 1.96
O 4.07 -0.04 1.70
C 4.41 -0.13 0.41
O 3.66 0.05 -0.51
C 5.90 -0.45 0.28
F 6.29 -1.42 1.12
F 6.66 0.63 0.55
F 6.23 -0.86 -0.95
H 2.18 -1.72 2.52
H 0.79 -0.69 2.13
H 1.82 -1.34 0.85
H 2.66 0.70 2.97
H 2.36 1.08 1.28

4.
44
Properties=species:S:1:pos:R:3 method="wB97M-V/def2-TZVPD" charge=+1 homo_lumo_gap_ev=8.504
C -4.73 1.01 0.07
C -4.06 0.01 0.96
O -4.45 -1.12 1.14
O -2.96 0.53 1.59
C -1.74 -0.16 1.37
C -1.51 -0.66 -0.06
C -1.74 -2.16 -0.09
N -1.69 -2.74 -1.45
S -1.55 -4.42 -1.64
C -1.75 -2.05 -2.61
N -2.90 -2.03 -3.35
N -0.66 -1.40 -3.05
H -4.08 1.25 -0.76
H -4.84 1.92 0.64
H -5.68 0.63 -0.26
H -1.60 -0.98 2.06
H -0.96 0.55 1.60
H -2.07 -0.10 -0.81
H -0.46 -0.50 -0.27
H -0.94 -2.62 0.47
H -2.67 -2.46 0.38
H -2.75 -4.84 -1.18
H -3.09 -2.92 -3.81
H -2.85 -1.32 -4.08
H -0.25 -0.71 -2.42
H -0.77 -1.03 -3.98
C 3.51 1.06 2.40
C 2.91 0.03 1.42
C 3.80 -0.53 0.31
F 4.20 0.41 -0.55
F 3.07 -1.44 -0.40
F 1.76 0.51 0.88
F 2.56 -1.05 2.18
O 3.22 2.44 2.21
C 3.98 3.28 1.41
C 3.14 3.88 0.27
F 2.65 2.90 -0.53
F 3.93 4.67 -0.48
F 5.10 2.69 0.97
F 4.36 4.32 2.18
H 3.02 0.84 3.35
H 4.57 0.89 2.56
H 4.67 -1.04 0.73
H 2.31 4.46 0.67

5.
44
Properties=species:S:1:pos:R:3 method="wB97M-V/def2-TZVPD" charge=+1 spin_multiplicity=4 homo_lumo_gap_ev="5.747 / 7.771"
Mn 0.17 -1.33 -0.06
O -4.64 -4.66 -1.14
C -3.64 -4.06 -0.94
S -2.41 -3.98 -2.24
C -1.11 -3.02 -1.43
C -1.79 -2.52 0.39
S -1.20 -1.53 1.77
S -3.40 -3.26 0.64
S 0.25 -2.81 -2.55
O -0.77 -3.50 -0.09
N -1.59 -1.75 -0.85
O 1.02 -1.67 -1.67
C 3.77 -3.20 0.82
S 2.29 -2.70 1.66
C 2.99 -2.16 3.20
O 1.90 -1.38 0.96
H 4.17 -4.08 1.32
H 4.48 -2.37 0.81
H 3.47 -3.45 -0.20
H 3.42 -3.02 3.70
H 2.17 -1.76 3.81
H 3.74 -1.39 3.01
C -1.42 3.33 -1.81
N -2.08 2.91 -0.58
C -1.50 3.64 0.55
N -0.05 3.48 0.65
C 0.57 3.89 -0.61
N 0.04 3.17 -1.77
C 0.43 1.77 -1.77
P -0.27 0.98 -0.26
C -2.03 1.47 -0.39
C 0.33 2.13 1.05
H -1.64 4.39 -1.97
H -1.82 2.77 -2.65
H -1.97 3.30 1.48
H -1.72 4.70 0.43
H 1.64 3.75 -0.55
H 0.37 4.95 -0.75
H 1.52 1.68 -1.77
H 0.05 1.26 -2.65
H -2.56 1.17 0.52
H -2.49 0.94 -1.23
H 1.42 2.06 1.14
H -0.11 1.88 2.01

6.
31
Properties=species:S:1:pos:R:3 method="wB97M-V/def2-TZVPD" charge=0 homo_lumo_gap_ev=8.550 de_lowest_kj_mol=798.7
C 1.44 2.93 0.59
C 2.35 1.97 0.77
C 0.71 1.98 -0.44
C -0.34 1.05 0.28
C 1.18 -0.12 0.39
C -2.66 0.26 0.68
C -2.05 2.24 -0.85
C 2.74 -1.86 -0.52
C 0.37 -2.55 0.23
C -1.61 0.81 -0.37
C 1.26 -1.35 -0.44
N 1.49 1.64 -1.45
N 2.01 1.04 -0.31
H 1.03 3.75 1.28
H 3.10 1.88 1.47
H -0.37 1.47 1.34
H 1.55 -0.23 1.41
H -2.55 0.77 1.65
H -2.18 -0.75 0.86
H -3.64 0.35 0.16
H -2.84 2.22 -1.63
H -1.18 2.79 -1.29
H -2.39 2.79 -0.01
H 3.01 -2.15 0.46
H 3.45 -1.13 -0.96
H 2.74 -2.74 -1.18
H 0.89 -2.98 1.16
H 0.23 -3.34 -0.49
H -0.65 -1.89 0.49
H -1.50 0.16 -1.20
H 0.94 -1.21 -1.46